1.
Computed, not measured: a 3-piece molecular cluster, C4H12NO2 overall, with wB97M-V/def2-TZVPD.

Element x y z (Å)
C (-1.830, 0.706, -2.480)
C (-1.253, 1.030, -1.084)
C (-1.651, 2.021, -0.241)
C (0.883, -0.036, -1.445)
N (-0.061, 0.375, -0.662)
H (-2.928, 0.873, -2.544)
H (-1.656, -0.320, -2.811)
H (-1.317, 1.337, -3.315)
H (-1.288, 2.282, 0.776)
H (-2.493, 2.736, -0.576)
H (1.831, -0.162, -0.898)
H (0.910, -0.214, -2.471)
H (0.008, 0.253, 0.394)
H (3.526, -3.683, 3.026)
H (3.231, -4.975, 2.310)
O (2.791, -4.123, 2.435)
H (0.409, 1.808, 2.664)
H (-0.234, 0.406, 2.805)
O (0.151, 0.961, 2.162)

Energy relative to the best compared isomer or geometry (same formula, charge and spin) in kcal per mole: 31.6
Multiplicity: 2
⟨S²⟩: 0.76
LUMO level (alpha / beta) in eV: 0.47 / 0.46
Total charge: 0
HOMO level (alpha / beta) in eV: -5.09 / -8.33

2.
Computed, not measured: a 4-piece molecular cluster, C5H16O3 overall, with wB97M-V/def2-TZVPD.

Element x y z (Å)
C (-1.890, 3.420, -0.109)
C (-0.917, 3.179, -1.030)
C (-0.037, 4.240, -1.547)
C (-0.695, 1.815, -1.669)
C (-0.023, 0.734, -0.703)
H (-2.114, 4.404, 0.280)
H (-2.495, 2.555, 0.199)
H (0.311, 4.045, -2.650)
H (-0.669, 5.140, -1.557)
H (0.947, 4.211, -1.012)
H (-0.018, 1.884, -2.497)
H (-1.663, 1.310, -1.912)
H (0.681, 1.263, -0.127)
H (-0.486, 0.219, 0.071)
H (0.365, -0.139, -1.245)
O (-4.735, -5.165, 2.572)
H (-4.156, -4.801, 1.788)
H (-4.680, -4.517, 3.218)
O (1.896, -5.571, 2.657)
H (2.379, -4.827, 2.973)
H (0.870, -5.626, 2.851)
O (5.722, -2.870, -0.380)
H (5.192, -2.115, -0.522)
H (6.214, -2.788, 0.351)

Energy relative to the best compared isomer or geometry (same formula, charge and spin) in kcal per mole: 55.3
Multiplicity: 1
LUMO level in eV: 0.40
Total charge: 0
HOMO level in eV: -9.15

3.
Computed, not measured: a 15-piece molecular cluster, C10H50O15 overall, with wB97M-V/def2-TZVPD.

Element x y z (Å)
O (-12.976, -1.520, -9.993)
H (-12.682, -0.904, -10.665)
H (-12.889, -1.038, -9.171)
O (-7.898, -0.179, -14.786)
H (-7.526, 0.176, -13.979)
H (-8.795, 0.154, -14.804)
O (-14.567, 2.964, -13.798)
H (-14.446, 3.611, -13.102)
H (-13.946, 3.225, -14.478)
O (-9.877, 4.392, -15.899)
H (-10.711, 4.509, -15.444)
H (-9.910, 5.016, -16.624)
O (-7.718, 2.738, -10.424)
H (-7.398, 2.771, -11.325)
H (-8.539, 3.231, -10.442)
O (-12.179, 5.492, -12.729)
H (-12.513, 5.468, -11.832)
H (-12.001, 6.418, -12.894)
O (-10.055, 4.545, -10.694)
H (-10.774, 4.097, -10.248)
H (-10.487, 5.167, -11.279)
O (-12.274, 3.346, -9.366)
H (-12.906, 3.387, -10.084)
H (-12.516, 2.559, -8.878)
O (-7.586, 3.361, -14.233)
H (-7.892, 4.159, -13.800)
H (-8.292, 3.130, -14.837)
O (-7.551, 0.224, -11.661)
H (-7.170, 0.775, -10.978)
H (-8.171, -0.338, -11.198)
C (-14.691, -1.299, -15.351)
C (-15.559, -2.149, -14.426)
O (-16.351, -2.932, -15.257)
H (-15.241, -0.813, -16.157)
H (-13.951, -1.948, -15.820)
H (-14.129, -0.520, -14.837)
H (-16.230, -1.516, -13.845)
H (-14.965, -2.655, -13.665)
H (-16.942, -3.432, -14.689)
C (-14.953, 5.216, -9.893)
C (-15.478, 3.775, -10.112)
O (-14.705, 3.146, -11.082)
H (-15.101, 5.904, -10.726)
H (-13.880, 5.198, -9.702)
H (-15.500, 5.792, -9.147)
H (-16.506, 3.740, -10.475)
H (-15.652, 3.343, -9.127)
H (-15.332, 2.595, -11.555)
C (-12.206, -0.971, -18.894)
C (-11.183, -0.017, -18.390)
O (-10.624, 0.820, -19.361)
H (-11.861, -1.408, -19.831)
H (-13.107, -0.379, -19.060)
H (-12.570, -1.701, -18.171)
H (-10.453, -0.744, -18.034)
H (-11.453, 0.407, -17.424)
H (-11.392, 1.203, -19.793)
C (-12.018, 1.256, -12.884)
C (-10.639, 1.871, -13.163)
O (-10.277, 1.313, -14.434)
H (-12.836, 1.434, -13.582)
H (-12.374, 1.725, -11.966)
H (-11.989, 0.167, -12.845)
H (-9.992, 1.578, -12.336)
H (-10.679, 2.957, -13.077)
H (-10.833, 1.744, -15.087)
C (-10.723, -3.815, -10.858)
C (-10.462, -2.409, -11.452)
O (-9.731, -1.550, -10.602)
H (-9.808, -4.370, -10.654)
H (-11.316, -4.386, -11.572)
H (-11.223, -3.792, -9.889)
H (-11.418, -1.954, -11.711)
H (-9.993, -2.482, -12.433)
H (-10.181, -1.429, -9.763)

Multiplicity: 2
⟨S²⟩: 0.76
LUMO level (alpha / beta) in eV: -2.92 / -9.73
Total charge: +1
HOMO level (alpha / beta) in eV: -12.25 / -12.25

4.
Computed, not measured: a 2-piece molecular cluster, C3H8OS2 overall, with wB97M-V/def2-TZVPD.

Element x y z (Å)
C (-2.295, 0.248, -1.524)
S (-1.020, 1.487, -1.516)
S (-0.912, 1.979, 0.461)
H (-1.831, -0.623, -2.008)
H (-2.475, -0.045, -0.486)
H (-3.261, 0.525, -1.934)
H (0.382, 1.659, 0.682)
C (2.184, 0.125, 0.617)
C (1.333, -0.889, 0.837)
O (0.960, -1.401, 2.012)
H (2.476, 0.311, -0.409)
H (2.969, 0.312, 1.350)
H (1.075, -1.519, -0.026)
H (0.416, -2.168, 1.943)

Energy relative to the best compared isomer or geometry (same formula, charge and spin) in kcal per mole: 28.4
Multiplicity: 2
⟨S²⟩: 0.75
LUMO level (alpha / beta) in eV: -4.55 / -8.35
Total charge: +1
HOMO level (alpha / beta) in eV: -13.12 / -12.86

5.
Computed, not measured: an isolated ion of composition C5H12N and charge +1, with wB97M-V/def2-TZVPD.

Element x y z (Å)
C (-0.590, -1.091, -1.010)
C (0.176, -0.003, -0.317)
C (1.252, 0.565, -1.174)
C (0.610, -0.436, 1.242)
C (-0.743, 0.134, 1.529)
N (-0.716, 0.986, 0.275)
H (0.023, -2.012, -1.270)
H (-1.158, -0.632, -1.845)
H (-1.273, -1.586, -0.341)
H (0.933, 1.510, -1.714)
H (1.550, -0.160, -1.937)
H (2.111, 0.932, -0.591)
H (1.414, 0.021, 1.770)
H (0.691, -1.537, 1.237)
H (-1.620, -0.509, 1.546)
H (-0.816, 0.800, 2.388)
H (-1.606, 1.168, -0.322)
H (-0.238, 1.851, 0.536)

Energy relative to the best compared isomer or geometry (same formula, charge and spin) in kcal per mole: 37.0
Multiplicity: 1
LUMO level in eV: -3.32
Total charge: +1
HOMO level in eV: -15.44

6.
Computed, not measured: C28H49NO2P2W as an isolated structure, with wB97M-V/def2-TZVPD.

Element x y z (Å)
W (0.000, 0.000, 0.000)
C (1.996, -0.395, 1.035)
C (2.227, 0.548, -0.054)
C (0.712, 1.620, 1.383)
C (1.110, 0.305, 1.961)
C (1.441, 1.789, 0.135)
C (2.870, -1.616, 1.376)
H (3.189, -2.143, 0.478)
H (2.348, -2.331, 2.005)
H (3.767, -1.303, 1.911)
C (0.822, -0.110, 3.415)
H (1.202, -1.100, 3.650)
H (-0.239, -0.085, 3.654)
H (1.313, 0.583, 4.098)
C (-0.057, 2.717, 2.140)
H (0.633, 3.384, 2.655)
H (-0.726, 2.292, 2.888)
H (-0.664, 3.317, 1.466)
C (1.793, 3.229, -0.325)
H (2.611, 3.601, 0.293)
H (0.964, 3.914, -0.160)
H (2.116, 3.365, -1.351)
C (3.639, 0.522, -0.684)
H (4.366, 0.740, 0.098)
H (3.813, 1.292, -1.431)
H (3.919, -0.454, -1.070)
C (0.422, -1.388, -3.481)
C (1.692, -1.545, -3.062)
C (2.873, -1.601, -4.008)
C (3.196, -0.202, -4.555)
C (2.244, 0.891, -4.037)
C (1.017, 1.020, -4.517)
C (0.417, 0.065, -5.551)
C (0.031, -1.293, -4.947)
H (2.653, -2.284, -4.830)
H (3.135, -0.235, -5.642)
H (3.728, -2.047, -3.501)
H (0.502, -2.101, -5.506)
H (-0.448, -1.269, -2.877)
H (2.020, -1.624, -2.059)
H (-1.038, -1.476, -5.046)
H (-0.411, 0.538, -6.077)
H (0.481, 1.932, -4.424)
H (1.135, -0.097, -6.352)
H (4.239, 0.069, -4.413)
H (2.682, 1.716, -3.542)
P (-0.664, -2.245, 0.455)
C (-0.696, -2.789, 2.276)
H (-1.155, -3.772, 2.374)
H (-1.265, -2.112, 2.908)
H (0.312, -2.873, 2.672)
C (-2.392, -2.900, 0.032)
H (-2.560, -3.882, 0.473)
H (-2.514, -2.994, -1.046)
H (-3.157, -2.222, 0.408)
C (0.263, -3.829, -0.055)
H (0.178, -4.005, -1.127)
H (-0.154, -4.704, 0.443)
H (1.318, -3.765, 0.208)
P (-1.640, 1.238, -1.108)
C (-1.384, 3.096, -1.509)
H (-2.086, 3.421, -2.278)
H (-0.381, 3.329, -1.851)
H (-1.524, 3.732, -0.635)
C (-2.927, 0.631, -2.377)
H (-2.573, 0.749, -3.390)
H (-3.863, 1.187, -2.356)
H (-3.170, -0.416, -2.199)
C (-3.153, 1.924, -0.124)
H (-3.738, 2.648, -0.693)
H (-2.836, 2.427, 0.790)
H (-3.844, 1.124, 0.143)
O (-3.142, -1.766, 2.269)
C (-2.782, -0.655, 2.498)
C (-3.336, -0.304, 3.822)
C (-3.805, 0.972, 3.489)
C (-2.650, 1.365, 2.646)
O (-2.628, 2.604, 2.721)
N (-1.932, 0.301, 1.844)
H (-4.117, -0.972, 4.255)
H (-2.493, -0.234, 4.554)
H (-4.730, 0.925, 2.867)
H (-3.970, 1.572, 4.415)

Multiplicity: 3
⟨S²⟩: 2.04
LUMO level (alpha / beta) in eV: -8.89 / -8.72
Total charge: +2
HOMO level (alpha / beta) in eV: -14.08 / -14.13